C5H9NO2 | ωB97M-V/def2-TZVPD

XYZ file:
```
17
Properties=species:S:1:pos:R:3:nbo_charge:R:1
C -1.748 -1.249 0.382 -0.641
C -1.162 0.074 -0.027 0.674
O -2.138 0.930 -0.392 -0.673
O -0.077 -0.249 -1.217 -0.587
C 0.875 0.163 -0.315 0.399
C 2.134 -0.626 -0.149 -0.654
C 0.681 1.552 0.147 -0.299
N -0.108 0.524 0.841 -0.481
H -2.366 -1.632 -0.425 0.231
H -2.360 -1.088 1.268 0.229
H -0.947 -1.946 0.606 0.229
H -1.763 1.782 -0.653 0.484
H 2.024 -1.593 -0.636 0.234
H 2.965 -0.100 -0.620 0.222
H 2.368 -0.786 0.902 0.236
H 1.435 1.978 0.795 0.216
H 0.188 2.266 -0.508 0.179
```

Properties
- Kohn-Sham gap (Eh) = 0.359
- LUMO (eV) = 0.8
- E (eV) = -10914.000
- HOMO (eV) = -8.94
- SMILES string = C[C@]1(O)O[C@@]2(C)CN12
- spin multiplicity = 1
- total charge = 0
- ΔE to the lowest compared entry with this formula, charge and spin (eV) = 2.576